# 1
Here is a single C4H3FOS molecule from the Open Molecules 2025 dataset. Energies are from ωB97M-V with the def2-TZVPD basis set.

Last column: natural (NBO) charge in e.
CARTESIAN COORDINATES (ANGSTROEM)
1 O -1.67178 -1.54997 -1.83966  -0.519
2 C -1.57809 -1.07407 -0.71005  0.421
3 C -0.38720 -0.29932 -0.25189  -0.363
4 C -0.41054 0.24817 1.07787  -0.299
5 S 0.71094 1.11326 1.87250  0.085
6 C 0.61688 -0.17746 -1.16354  0.436
7 F 1.74284 0.46037 -0.93000  -0.277
8 H -2.33932 -1.14641 -0.00188  0.124
9 H -1.37492 -0.01425 1.57593  0.196
10 H 0.58158 -0.57912 -2.16111  0.197

Values from the calculation:
HOMO energy: -9.0 eV
Relative energy (zero: lowest compared OMol25 entry of this formula, charge and spin): 47.93 kJ/mol
SMILES: O=C/C(C=S)=C/F
2S+1: 1
Orbital gap: 7.64 eV
E_LUMO: -0.050 Eh

---

# 2
Here is a single C4H3FS molecule from the Open Molecules 2025 dataset. Energies are from ωB97M-V with the def2-TZVPD basis set.

Last column: natural (NBO) charge in e.
CARTESIAN COORDINATES (ANGSTROEM)
1 C -1.00479 1.34733 -0.23929  -0.070
2 C 0.98070 -0.33678 -1.13687  -0.228
3 C -1.04463 0.61956 0.83031  -0.465
4 C 1.01566 -1.06967 -0.06503  0.089
5 F 1.85314 -2.11871 0.22265  -0.318
6 S -0.03715 -0.79060 1.29155  0.321
7 H -1.70731 1.95335 -0.71915  0.203
8 H 1.74093 -0.14593 -1.89062  0.213
9 H -1.79656 0.54144 1.70644  0.256

Values from the calculation:
HOMO energy (alpha / beta): -8.9 / -8.9 eV
Relative energy (zero: lowest compared OMol25 entry of this formula, charge and spin): 562.75 kJ/mol
2S+1: 1
Orbital gap (alpha / beta): 7.15 / 7.15 eV
E_LUMO (alpha / beta): -0.065 / -0.065 Eh

---

# 3
Here is a molecular structure, C4H3FeLi2O2 from the Open Molecules 2025 dataset. Energies are from ωB97M-V with the def2-TZVPD basis set.

Last column: natural (NBO) charge in e.
CARTESIAN COORDINATES (ANGSTROEM)
1 C -0.00279 -1.45732 -0.35798  0.164
2 O -0.15171 -2.12312 0.73861  -0.977
3 Fe -2.04731 -0.08319 -1.13605  0.842
4 Li 1.22849 -2.53214 1.83600  0.968
5 H 0.26128 0.07241 -1.05232  0.293
6 C 0.94004 -0.32706 -0.32483  -0.708
7 C 0.82572 1.16431 0.17354  -0.126
8 C -0.15423 2.02846 -0.25171  0.057
9 O -1.08460 2.08087 -1.29125  -0.834
10 Li -1.19133 -0.41195 1.69183  0.865
11 H 1.71345 -1.30824 -0.42980  0.259
12 H -0.33703 2.89698 0.40397  0.199

Values from the calculation:
HOMO energy (alpha / beta): -10.8 / -11.5 eV
Total charge: +1
Relative energy (zero: lowest compared OMol25 entry of this formula, charge and spin): 316.56 kJ/mol
<S²>: 12.06
2S+1: 7
Orbital gap (alpha / beta): 6.03 / 6.26 eV
E_LUMO (alpha / beta): -0.175 / -0.193 Eh

---

# 4
Here is a molecular structure, C4H3HgLi2O2 from the Open Molecules 2025 dataset. Energies are from ωB97M-V with the def2-TZVPD basis set.

Last column: natural (NBO) charge in e.
CARTESIAN COORDINATES (ANGSTROEM)
1 C 0.01705 0.61377 0.51262  -0.126
2 O -0.72374 1.47531 -0.20125  -0.829
3 Li 3.41832 -0.68066 -1.99564  0.984
4 Li 0.42693 3.02193 0.26517  0.955
5 H 0.19787 -0.48626 1.02889  0.259
6 C 1.37633 0.75666 0.74492  -0.446
7 C 2.15910 1.79446 0.02083  -0.508
8 C 2.50461 1.61197 -1.26876  -0.114
9 O 2.18083 0.50861 -2.05454  -1.053
10 Hg 0.31022 0.46542 -1.72133  1.407
11 H 1.71812 0.49023 1.75183  0.263
12 H 3.21807 2.26314 -1.79120  0.207

Values from the calculation:
HOMO energy (alpha / beta): -10.6 / -10.6 eV
Total charge: +1
2S+1: 1
Orbital gap (alpha / beta): 5.41 / 5.41 eV
E_LUMO (alpha / beta): -0.191 / -0.191 Eh

---

# 5
Here is a molecular structure, C4H3HgLiO from the Open Molecules 2025 dataset. Energies are from ωB97M-V with the def2-TZVPD basis set.

Last column: natural (NBO) charge in e.
CARTESIAN COORDINATES (ANGSTROEM)
1 H 2.29692 -0.65372 0.21912  0.109
2 O 0.89751 0.82198 -0.04320  -1.022
3 C 1.21796 -0.43293 0.23718  0.281
4 C 0.35220 -1.39178 0.62329  -0.779
5 H 0.19483 -2.24722 -0.05351  0.210
6 H -0.13017 -1.34209 1.59925  0.210
7 Hg 1.89991 2.46671 -0.02377  0.026
8 Li -0.95548 0.98464 -0.42565  0.691
9 C -3.05779 1.28151 -0.59650  -0.874
10 C -2.71589 0.51290 -1.53621  -0.852

Values from the calculation:
HOMO energy: 0.9 eV
Total charge: -2
2S+1: 1
Orbital gap: 4.82 eV
E_LUMO: 0.212 Eh

---

# 6
Here is a single C4H3I molecule from the Open Molecules 2025 dataset. Energies are from ωB97M-V with the def2-TZVPD basis set.

Last column: natural (NBO) charge in e.
CARTESIAN COORDINATES (ANGSTROEM)
1 C 0.65549 -2.03894 0.00051  -0.160
2 C 0.16597 -0.94174 -0.00047  -0.092
3 C -0.45062 0.31899 0.00022  -0.204
4 C 0.18629 1.48077 0.00063  -0.349
5 I -2.58567 0.24061 -0.00020  0.139
6 H 1.09621 -2.99074 -0.00079  0.235
7 H -0.33157 2.42331 -0.00010  0.215
8 H 1.26389 1.50775 0.00019  0.216

Values from the calculation:
HOMO energy: -9.2 eV
Relative energy (zero: lowest compared OMol25 entry of this formula, charge and spin): 0.00 kJ/mol
SMILES: C#CC(=C)I
2S+1: 1
Orbital gap: 9.52 eV
E_LUMO: 0.010 Eh

---

Values of largest force on an atom, in order: 3.75 3.43 4.16 7.15 6.88 0.93, all in eV Å⁻¹.